Version A
{
  "formula": "C44H121N11O11",
  "method": "ωB97M-V with the def2-TZVPD basis set",
  "lumo_ev": 0.391,
  "charge": 0,
  "gap_ev": 8.70,
  "homo_ev": -8.305,
  "species": ["H", "H", "H", "H", "H", "H", "H", "H", "O", "C", "H", "C", "H", "H", "H", "H", "H", "C", "H", "N", "C", "O", "H", "H", "C", "C", "H", "C", "H", "C", "H", "H", "C", "H", "H", "H", "H", "O", "H", "H", "H", "H", "H", "H", "H", "N", "H", "H", "C", "H", "C", "H", "H", "H", "H", "C", "H", "N", "H", "H", "C", "N", "H", "H", "H", "H", "H", "N", "C", "H", "H", "H", "C", "C", "H", "H", "H", "C", "O", "H", "H", "C", "H", "C", "H", "C", "H", "C", "H", "H", "H", "H", "H", "C", "C", "H", "C", "H", "C", "H", "H", "H", "C", "H", "C", "H", "N", "H", "H", "H", "H", "H", "C", "H", "H", "H", "C", "H", "O", "H", "H", "H", "O", "H", "H", "O", "H", "O", "H", "H", "C", "C", "C", "H", "C", "C", "C", "H", "H", "H", "H", "H", "N", "H", "H", "H", "N", "C", "O", "O", "C", "H", "H", "H", "C", "C", "H", "H", "H", "H", "H", "H", "H", "H", "H", "H", "H", "H", "C", "C", "N", "N", "H", "H", "C", "H", "H", "H", "C", "O", "H", "H", "N", "H", "H", "H", "C"],
  "coordinates": [[-8.27, 6.22, 11.65], [-10.48, 4.64, 16.86], [-5.28, 16.02, 21.12], [2.59, 12.19, 24.61], [-2.56, 8.78, 19.01], [-5.19, 15.33, 16.26], [-5.05, 10.52, 10.00], [-10.48, 4.83, 15.20], [-3.39, 4.24, 15.71], [-2.40, 4.70, 16.61], [-8.90, 2.80, 9.52], [-5.76, 13.21, 20.97], [0.04, 7.86, 21.80], [-2.65, 4.28, 17.59], [-1.95, 9.48, 15.85], [-2.42, 5.78, 16.71], [-6.49, 12.25, 10.63], [-1.12, 6.21, 21.04], [-4.52, 10.09, 16.13], [-12.97, 4.99, 16.04], [-1.01, 4.07, 16.26], [-1.12, 10.60, 22.59], [-10.68, 3.69, 11.95], [-10.89, 3.43, 10.28], [-10.50, 4.17, 10.98], [-4.84, 15.36, 21.88], [-1.83, 7.26, 13.35], [-4.34, 6.33, 20.89], [1.07, 7.50, 17.78], [-12.06, 7.14, 14.89], [-8.28, 9.24, 12.22], [-5.28, 6.63, 11.70], [-2.11, 7.78, 14.27], [-7.95, 8.27, 15.72], [0.36, 11.41, 24.50], [-4.58, 5.75, 19.99], [-8.17, 14.02, 10.93], [-6.34, 9.14, 16.68], [-5.11, 9.25, 10.97], [4.76, 9.27, 21.03], [-2.77, 10.87, 12.95], [0.62, 9.23, 23.55], [-3.13, 7.54, 14.57], [5.23, 10.40, 19.79], [-12.44, 9.05, 16.62], [-2.88, 9.39, 18.27], [-2.75, 14.52, 20.66], [0.32, 5.77, 16.26], [-1.63, 12.66, 17.95], [-11.00, 10.05, 16.15], [-11.39, 9.05, 16.33], [0.31, 8.14, 19.23], [1.78, 9.62, 24.59], [-4.34, 8.11, 18.55], [-12.73, 4.12, 16.49], [-8.95, 4.37, 10.70], [-2.36, 6.07, 19.34], [5.91, 8.00, 18.27], [-2.24, 11.92, 18.46], [-2.94, 10.39, 21.70], [-2.06, 6.86, 20.02], [0.07, 5.65, 20.34], [0.78, 6.36, 20.37], [-6.51, 8.99, 12.32], [6.40, 9.39, 20.32], [-7.28, 11.24, 22.43], [-1.53, 5.27, 21.40], [-5.59, 9.69, 10.20], [-1.82, 9.27, 13.99], [-5.03, 3.73, 16.88], [6.26, 8.86, 17.87], [-6.02, 9.53, 19.17], [-10.67, 5.41, 16.10], [-3.01, 9.85, 13.23], [-11.00, 5.14, 10.96], [-4.18, 13.34, 22.37], [-6.37, 6.45, 12.99], [-4.72, 4.36, 16.05], [-3.83, 15.06, 17.73], [-2.98, 15.08, 15.83], [1.73, 13.19, 23.31], [-6.91, 11.53, 11.33], [-5.38, 12.27, 20.58], [-4.51, 13.89, 21.48], [-3.97, 15.92, 22.20], [-0.70, 7.14, 22.17], [-5.28, 6.84, 21.11], [-5.10, 14.76, 17.19], [-5.87, 15.08, 17.88], [-1.49, 13.52, 18.61], [-7.48, 8.15, 11.09], [6.67, 7.55, 18.76], [1.04, 9.34, 18.25], [-2.45, 13.16, 16.70], [0.15, 4.86, 16.83], [-1.50, 7.78, 22.53], [-11.96, 6.10, 16.05], [-13.04, 7.59, 14.78], [2.03, 12.21, 23.68], [-1.60, 8.63, 11.19], [-2.36, 10.12, 10.60], [-0.90, 5.17, 14.48], [-5.81, 5.86, 12.27], [-4.26, 5.70, 21.77], [1.13, 8.29, 18.53], [-7.42, 3.11, 10.11], [1.46, 9.78, 23.65], [-4.46, 8.37, 16.11], [-0.64, 12.22, 17.86], [-3.44, 12.71, 16.64], [-1.60, 7.62, 19.38], [-3.95, 14.27, 19.70], [5.33, 9.37, 20.11], [-11.96, 6.69, 13.91], [-6.37, 7.77, 15.06], [-9.12, 13.69, 12.41], [-7.67, 12.22, 22.17], [-0.51, 9.76, 15.33], [-8.20, 12.11, 11.47], [-1.85, 15.29, 17.01], [-2.87, 10.28, 18.74], [-10.92, 8.66, 17.23], [-6.64, 13.24, 22.06], [0.69, 10.98, 21.48], [-5.52, 15.34, 22.73], [-3.47, 9.13, 12.08], [-0.29, 6.68, 23.07], [2.38, 8.26, 19.28], [-1.08, 3.01, 16.51], [-3.00, 8.44, 10.26], [-6.94, 8.61, 15.48], [-2.76, 14.71, 16.83], [-2.55, 9.12, 10.99], [4.68, 7.44, 19.80], [-7.36, 9.08, 11.65], [-8.20, 13.48, 11.87], [0.15, 11.29, 22.37], [2.68, 11.97, 22.84], [-5.21, 10.99, 18.74], [-4.66, 10.04, 20.12], [1.09, 4.33, 16.68], [-8.33, 4.76, 12.69], [-8.41, 3.11, 10.34], [-12.06, 6.57, 17.03], [-5.20, 13.72, 16.86], [-1.67, 3.77, 14.42], [-3.47, 13.83, 20.48], [-5.03, 9.98, 19.10], [-11.26, 8.39, 15.08], [-6.67, 5.09, 11.45], [-4.91, 9.21, 16.64], [-8.31, 12.54, 22.99], [-6.36, 11.54, 12.27], [3.45, 7.65, 17.70], [-4.29, 9.11, 18.12], [-2.00, 10.93, 21.62], [-0.96, 9.46, 13.34], [-13.93, 5.24, 16.24], [-0.18, 12.33, 22.36], [-1.55, 10.85, 20.63], [-5.16, 5.10, 12.69], [3.36, 9.44, 17.99], [-4.95, 5.41, 16.22], [-1.42, 7.49, 15.06], [-5.38, 4.16, 15.21], [-8.38, 12.26, 21.34], [-7.39, 13.89, 12.47], [-3.90, 10.02, 13.83], [-6.91, 10.16, 10.70], [-8.08, 5.15, 11.70], [-1.47, 10.01, 15.15], [-0.83, 4.21, 14.79], [-9.84, 6.10, 16.17], [-0.67, 12.83, 15.78], [4.84, 8.32, 19.17], [-7.68, 10.24, 9.92], [-6.94, 9.50, 14.86], [-8.85, 4.90, 9.76], [3.50, 8.46, 18.43], [-3.31, 7.29, 20.63], [-0.03, 5.23, 17.85], [-2.20, 12.00, 21.53], [-1.65, 12.77, 15.55], [0.47, 4.97, 20.98], [-1.84, 11.82, 15.27], [-6.22, 13.60, 20.06], [0.92, 11.12, 23.61]],
  "mulliken_charge": [-0.0044, 0.4037, 0.2759, 0.3600, -0.3744, 0.3952, 0.3219, 0.3019, -0.3770, -0.0148, 0.2460, -0.0582, 0.1216, 0.5656, -0.4991, -0.1751, 0.4688, -0.1661, 0.0235, -0.6998, 0.1266, -0.4705, 0.3278, 0.3850, -1.3202, -1.6055, 0.6768, -1.0057, 0.2185, -0.7874, 0.5495, 0.2276, -0.9386, 0.1815, 0.1773, 0.3438, 0.3155, -0.5735, 0.0906, 0.3394, 0.6078, 0.1891, -0.0422, 0.3609, 0.4023, 1.1737, 0.2668, 0.1933, -0.6045, 0.2634, -0.8548, -0.5852, 0.2764, -0.1065, 0.1825, 0.2980, -0.1491, -0.7162, -0.3964, 0.2995, 0.2034, -0.5161, 0.0144, -0.2673, 0.4307, 0.2666, 0.6845, -0.6602, 0.4874, 0.3340, 0.2501, 0.6740, -1.2094, -1.0878, 0.3116, 0.3308, -0.2195, -0.5622, -0.3199, 0.4943, 0.3927, -0.6535, -0.2025, 0.5264, 0.4380, -1.3412, 0.3236, -0.7732, 0.2577, 0.4012, 0.1187, 0.2778, 0.4991, 2.0476, -1.0141, 0.4055, 0.9870, 0.3409, -1.5359, 0.3822, 0.3845, 0.2324, -0.0970, 0.3308, -0.0843, 0.2553, -0.5942, -0.2671, 0.4343, -0.6050, 0.1811, -0.2139, -1.6310, 0.3083, -0.0065, 0.2653, -0.7902, 0.3194, -0.3545, 0.3646, -1.4070, 0.2733, -0.3579, 0.2760, 0.4369, 0.2309, 0.4530, -0.2764, 0.4708, 0.2991, -0.3025, -1.6861, -1.1574, 0.2049, -0.7926, -0.8198, -0.6427, 0.3320, 0.3086, 0.1875, 0.3710, 0.2159, -0.8329, 0.1320, 0.2158, 0.4367, -0.1163, -1.8793, -0.2717, -0.4300, 0.1645, 0.2918, 0.2089, 0.2336, 1.5963, -0.3816, 0.5508, 0.1991, 0.3980, 0.2583, 0.4240, 0.3140, 0.0466, 0.2102, 0.2599, 0.3158, 0.3262, -0.3132, 0.5829, -0.0359, -0.2059, -0.8845, 0.0477, 0.3315, 0.7295, 0.3192, 0.3275, 0.2849, -0.6942, -0.1131, 0.0855, 0.1606, -0.7791, 0.3161, 0.2652, 0.3458, 0.5586]
}


Version B
{
  "formula": "C44H121N11O11",
  "method": "ωB97M-V with the def2-TZVPD basis set",
  "lumo_ev": 0.595,
  "charge": 0,
  "gap_ev": 9.08,
  "homo_ev": -8.487,
  "species": ["H", "H", "C", "H", "H", "H", "O", "H", "H", "C", "H", "O", "C", "H", "H", "H", "O", "C", "H", "C", "H", "C", "C", "H", "C", "H", "H", "H", "H", "H", "H", "O", "H", "H", "H", "C", "H", "C", "N", "H", "O", "O", "H", "N", "H", "H", "C", "H", "H", "C", "H", "N", "C", "O", "H", "H", "H", "H", "C", "O", "H", "H", "H", "H", "H", "H", "C", "C", "H", "H", "O", "H", "H", "H", "H", "H", "H", "C", "H", "H", "H", "H", "H", "H", "H", "H", "C", "H", "H", "H", "C", "H", "C", "O", "C", "C", "H", "H", "H", "H", "H", "H", "H", "C", "O", "C", "H", "H", "H", "N", "H", "H", "H", "H", "H", "C", "C", "N", "H", "H", "H", "C", "C", "N", "H", "H", "H", "H", "H", "C", "H", "C", "H", "C", "H", "H", "C", "H", "H", "H", "H", "H", "H", "H", "C", "C", "N", "N", "H", "H", "H", "C", "N", "H", "H", "H", "H", "N", "H", "H", "H", "H", "H", "H", "H", "H", "C", "C", "H", "H", "H", "H", "H", "H", "H", "C", "C", "C", "C", "C", "H", "N", "H", "H", "C", "H", "C"],
  "coordinates": [[-1.49, -29.63, 15.60], [-16.16, -30.32, 12.28], [-7.95, -27.50, 13.42], [-14.84, -27.89, 13.50], [-8.47, -28.20, 14.08], [-10.07, -25.82, 12.99], [-4.89, -37.61, 10.61], [-5.85, -26.73, 9.67], [-4.36, -29.57, 12.53], [-1.13, -28.65, 15.92], [-1.81, -28.33, 16.71], [-13.61, -27.54, 19.28], [-11.04, -34.68, 8.70], [-10.51, -27.54, 13.18], [-8.97, -33.13, 16.38], [-8.25, -29.10, 10.59], [-8.67, -35.68, 10.33], [-11.26, -29.68, 8.22], [-11.11, -25.49, 9.44], [-7.59, -31.94, 12.13], [-13.56, -32.77, 8.71], [-19.08, -30.65, 15.63], [-4.99, -31.49, 15.56], [-7.65, -26.62, 13.99], [-10.58, -25.53, 10.39], [-11.08, -29.69, 7.14], [-16.19, -35.23, 14.01], [-5.43, -30.26, 8.26], [-17.75, -25.24, 12.27], [-9.87, -31.37, 10.87], [-6.40, -35.70, 11.69], [-12.04, -30.79, 8.67], [-7.69, -34.05, 9.63], [-2.42, -26.66, 13.29], [-12.94, -29.96, 15.55], [-4.57, -36.75, 11.67], [-12.44, -26.48, 12.19], [-14.17, -31.88, 8.90], [-12.18, -27.06, 11.40], [-16.87, -33.95, 15.91], [-16.89, -27.05, 12.32], [-18.26, -31.75, 15.92], [-14.25, -29.29, 11.23], [-0.84, -26.27, 15.43], [-18.83, -26.49, 11.73], [-18.37, -32.17, 13.94], [-13.41, -30.68, 8.31], [-14.77, -33.48, 14.59], [-8.66, -36.05, 12.34], [-15.03, -28.97, 13.53], [-13.09, -28.01, 16.73], [-9.61, -32.68, 8.29], [-15.46, -32.14, 8.13], [-2.83, -28.72, 13.56], [-4.61, -29.12, 14.91], [-14.73, -30.91, 10.62], [-8.35, -34.33, 11.92], [-18.54, -26.22, 13.43], [-3.53, -26.87, 8.38], [-7.55, -31.74, 16.95], [-10.34, -27.65, 10.51], [-6.96, -32.60, 12.72], [-19.19, -30.07, 16.54], [-3.58, -25.90, 8.88], [-11.28, -30.07, 17.45], [-13.55, -31.95, 10.86], [-5.65, -27.63, 9.08], [-18.20, -32.70, 14.88], [-5.28, -34.97, 9.56], [-13.97, -28.05, 21.21], [-4.26, -27.87, 9.03], [-10.32, -29.83, 8.75], [-6.57, -38.25, 11.60], [-15.46, -29.28, 14.49], [-7.18, -30.15, 8.07], [-14.90, -28.82, 18.38], [-10.47, -32.18, 8.15], [-1.16, -27.57, 14.85], [-11.79, -34.64, 9.49], [-7.14, -30.94, 12.25], [-4.63, -37.27, 12.64], [-7.75, -32.93, 15.19], [-0.09, -28.69, 16.25], [-3.49, -36.57, 11.63], [-11.49, -29.08, 18.71], [-10.81, -35.72, 8.50], [-15.91, -29.26, 12.31], [-16.10, -32.83, 8.67], [-19.01, -33.44, 14.91], [-11.90, -32.92, 11.84], [-4.97, -34.56, 10.53], [-13.24, -31.07, 16.84], [-17.20, -28.42, 12.37], [-8.90, -31.96, 12.66], [-2.45, -27.44, 14.06], [-5.34, -35.42, 11.72], [-18.58, -29.95, 14.94], [-5.46, -33.59, 10.60], [-4.27, -31.39, 14.75], [-2.49, -27.16, 8.29], [-15.60, -32.03, 15.46], [-11.21, -32.95, 13.43], [-15.01, -27.89, 11.14], [-16.93, -33.57, 14.88], [-8.69, -27.19, 12.26], [-6.23, -38.06, 10.58], [0.17, -26.20, 15.54], [-4.46, -31.30, 16.49], [-3.27, -27.11, 14.72], [-14.41, -31.83, 10.34], [-5.45, -32.47, 15.50], [-9.95, -34.95, 11.73], [-4.00, -26.67, 7.40], [-12.79, -32.23, 13.18], [-9.32, -32.99, 7.36], [-9.73, -31.09, 11.92], [-11.11, -30.95, 12.55], [-15.17, -28.89, 11.08], [-5.27, -35.29, 13.78], [-6.45, -30.98, 9.44], [-20.07, -30.93, 15.26], [-6.37, -30.11, 8.80], [-13.48, -30.05, 16.50], [-11.59, -29.14, 17.70], [-6.05, -27.41, 8.08], [-3.36, -28.30, 11.65], [-15.46, -27.54, 20.23], [-12.60, -26.70, 10.56], [-13.64, -29.65, 19.29], [-6.08, -30.44, 15.42], [-4.61, -27.85, 12.78], [-9.82, -33.86, 9.15], [-11.10, -30.51, 13.54], [-10.70, -26.85, 11.15], [-10.05, -33.47, 10.15], [-6.88, -37.36, 10.04], [-14.40, -27.41, 20.44], [-3.88, -34.44, 10.52], [-9.52, -25.44, 10.11], [-6.65, -30.57, 14.49], [-14.04, -29.42, 13.47], [-7.51, -32.28, 11.09], [-7.73, -27.61, 10.57], [-4.25, -34.28, 12.95], [-3.85, -28.61, 12.58], [-8.32, -32.37, 15.95], [-12.03, -30.27, 11.60], [-7.71, -28.46, 10.02], [-15.69, -32.30, 13.71], [-17.73, -28.71, 13.28], [-17.81, -28.70, 11.50], [-18.05, -26.27, 12.46], [-5.49, -29.10, 15.42], [-6.30, -38.95, 9.94], [-11.70, -30.50, 10.66], [-13.85, -29.71, 8.58], [-1.06, -25.47, 14.85], [-5.18, -34.68, 12.98], [-13.59, -30.64, 7.23], [-5.83, -29.14, 10.56], [-11.55, -28.68, 8.56], [-14.27, -26.41, 20.86], [-6.57, -30.06, 17.46], [-5.21, -28.87, 16.37], [-16.12, -31.31, 7.87], [-11.48, -34.19, 7.83], [-8.55, -34.67, 9.35], [-11.79, -32.32, 12.75], [-8.33, -35.20, 8.42], [-0.39, -27.83, 14.11], [-8.99, -31.66, 15.46], [-14.56, -30.07, 16.38], [-15.17, -32.67, 7.22], [-7.95, -29.81, 16.31], [-17.81, -35.28, 14.22], [-10.04, -26.80, 12.52], [-7.11, -30.45, 16.59], [-8.89, -35.24, 11.65], [-6.35, -28.85, 9.64], [-13.84, -28.78, 18.65], [-9.30, -30.08, 11.95], [-17.04, -34.68, 13.95], [-11.94, -29.24, 11.54], [-7.07, -28.08, 13.14], [-13.01, -28.88, 17.38], [-10.87, -24.66, 10.98], [-15.62, -32.80, 14.68]],
  "mulliken_charge": [0.2828, 0.2569, -0.6372, 0.3556, 0.2944, 0.4898, -0.3981, 0.4713, 0.1894, -1.3528, 0.2854, -0.3410, -1.8560, 0.2345, 0.4545, -0.3683, -0.4216, -0.7677, 0.4792, -0.2200, -0.1402, -0.1606, -1.6019, 0.4329, -1.7099, 0.3767, 0.2494, 0.4708, 0.2658, -0.8002, -0.7068, -0.0469, -0.2910, 0.4725, 0.2274, -0.9282, 0.2611, 0.9109, -0.3898, 0.2133, -0.2920, -0.3300, -0.5201, -0.7296, 0.3347, 0.3605, -0.8897, 0.5337, 0.4386, -0.7064, 0.1516, -0.3224, -2.0126, -0.3812, -0.0856, 0.4037, 0.3822, 0.3014, -0.8158, -0.4799, -0.7391, 0.2087, 0.2717, 0.3090, 0.2044, -0.0640, -1.0629, -0.6847, 0.3134, 0.3052, -0.2403, 0.1385, 0.2722, 0.2517, 0.3018, 0.4401, -0.0022, 0.6141, 0.4142, 0.1513, 0.4180, 0.0145, 0.4005, 0.3683, 0.2664, 0.3639, 0.8823, 0.4628, 0.2530, 0.0959, -1.2731, 0.5566, -0.6030, 0.1003, -0.8133, 1.3688, -0.2924, 0.1701, 0.3641, 0.2526, 0.0364, 0.5086, 0.5008, 0.3545, -0.2833, -0.4257, 0.2736, 0.3679, 0.3358, -0.5641, 0.2826, 0.3571, 0.3306, 0.3709, 0.3130, 1.8978, 1.0661, -0.4385, 0.2550, -0.0515, 0.3582, -1.3210, -1.3493, -0.5391, 0.4987, 0.4888, 0.3069, 0.2955, 0.4122, 2.2668, 0.4315, 3.6704, 0.2446, 1.5092, -2.2439, 0.0338, -0.7482, 0.4779, 0.3646, -1.1847, -0.0826, -0.2773, 0.3185, 0.2332, -0.8909, -0.3400, 2.1113, -0.2016, 0.1657, -0.1197, 0.5050, -0.8561, -0.4148, 0.3150, -1.2812, 0.3456, 0.2250, -0.3893, 0.5219, -0.8300, 0.1737, 0.2586, 0.4653, 0.3287, 0.3208, 0.3853, -0.7723, -2.2028, 0.5467, 0.2029, 0.1122, 0.1742, 0.4645, 0.3999, 0.2624, -0.9780, -0.8955, -1.0160, 2.0004, -1.0012, -1.4323, -0.7147, -0.3083, -0.1242, 0.6853, 0.3681, -0.8589]
}


The structure shown above that is least stable: version A.